{
  "formula": "C57H46ClNO22S2",
  "method": "ωB97M-V/def2-TZVPD",
  "largest_force_ev_per_a": 3.887,
  "gap_ev": 8.26,
  "total_charge": 0,
  "smiles": "N#CO[C@@H]1OS(=O)(=O)CC[C@H]1CCCCS(=O)(=O)Cl.O=C1C=CC(=O)C=C1.O=C1C=CC(=O)C=C1.O=C1C=CC(=O)C=C1.O=C1C=CC(=O)C=C1.O=C1C=CC(=O)C=C1.O=C1C=CC(=O)C=C1.O=C1C=CC(=O)C=C1.O=C1C=CC(=O)C=C1",
  "elements": ["N", "C", "O", "C", "O", "S", "O", "O", "C", "C", "C", "C", "C", "C", "C", "S", "O", "O", "Cl", "H", "H", "H", "H", "H", "H", "H", "H", "H", "H", "H", "H", "H", "H", "C", "C", "C", "O", "C", "C", "C", "O", "H", "H", "H", "H", "C", "C", "C", "O", "C", "C", "C", "O", "H", "H", "H", "H", "C", "C", "C", "O", "C", "C", "C", "O", "H", "H", "H", "H", "C", "C", "C", "O", "C", "C", "C", "O", "H", "H", "H", "H", "C", "C", "C", "O", "C", "C", "C", "O", "H", "H", "H", "H", "C", "C", "C", "O", "C", "C", "C", "O", "H", "H", "H", "H", "C", "C", "C", "O", "C", "C", "C", "O", "H", "H", "H", "H", "C", "C", "C", "O", "C", "C", "C", "O", "H", "H", "H", "H"],
  "positions_angstrom": [[0.355, -0.588, 0.636], [0.274, -0.680, -0.524], [0.340, -0.491, -1.803], [1.359, -1.307, -2.397], [1.244, -2.611, -1.774], [1.995, -3.669, -2.715], [2.074, -4.892, -1.989], [1.329, -3.877, -3.967], [3.659, -3.097, -2.943], [3.887, -1.556, -2.771], [2.732, -0.723, -2.153], [2.724, 0.697, -2.767], [3.418, 1.767, -1.911], [4.782, 1.354, -1.323], [4.639, 0.985, 0.153], [6.131, 0.240, 0.810], [7.240, 0.575, -0.020], [5.896, -1.152, 0.998], [6.407, 1.159, 2.608], [1.137, -1.422, -3.456], [3.920, -3.369, -3.957], [4.276, -3.631, -2.234], [4.222, -1.154, -3.718], [4.722, -1.467, -2.085], [2.878, -0.690, -1.078], [1.711, 1.051, -2.943], [3.198, 0.708, -3.743], [2.795, 2.148, -1.103], [3.609, 2.615, -2.564], [5.421, 2.230, -1.354], [5.296, 0.601, -1.908], [3.809, 0.329, 0.396], [4.467, 1.902, 0.709], [-1.848, -2.856, -4.360], [-2.565, -3.960, -4.540], [-3.566, -4.050, -5.632], [-4.228, -5.052, -5.801], [-3.732, -2.864, -6.510], [-3.014, -1.761, -6.325], [-2.015, -1.672, -5.234], [-1.353, -0.668, -5.059], [-1.112, -2.765, -3.572], [-2.456, -4.834, -3.911], [-4.466, -2.949, -7.300], [-3.125, -0.887, -6.954], [9.243, 3.829, 6.886], [8.008, 3.831, 6.390], [7.346, 2.570, 5.982], [6.220, 2.566, 5.527], [8.107, 1.305, 6.148], [9.340, 1.305, 6.644], [10.003, 2.569, 7.053], [11.131, 2.565, 7.504], [9.748, 4.737, 7.188], [7.427, 4.741, 6.262], [7.603, 0.395, 5.843], [9.915, 0.396, 6.772], [-8.275, 0.571, -4.253], [-7.396, 0.740, -5.237], [-6.597, -0.396, -5.761], [-5.795, -0.230, -6.658], [-6.818, -1.728, -5.145], [-7.696, -1.902, -4.159], [-8.494, -0.763, -3.639], [-9.301, -0.915, -2.746], [-8.868, 1.386, -3.858], [-7.221, 1.703, -5.699], [-6.228, -2.545, -5.540], [-7.870, -2.875, -3.697], [5.453, 8.011, 7.814], [4.426, 8.847, 7.698], [3.152, 8.419, 7.067], [2.217, 9.181, 6.959], [3.068, 7.021, 6.574], [4.096, 6.184, 6.691], [5.366, 6.616, 7.321], [6.302, 5.848, 7.428], [6.391, 8.302, 8.270], [4.467, 9.870, 8.051], [2.131, 6.728, 6.119], [4.058, 5.161, 6.338], [1.048, -1.917, 3.752], [0.301, -2.909, 4.230], [0.387, -3.320, 5.653], [-0.290, -4.225, 6.092], [1.337, -2.581, 6.523], [2.083, -1.589, 6.046], [1.996, -1.179, 4.622], [2.676, -0.274, 4.187], [0.999, -1.602, 2.718], [-0.397, -3.459, 3.612], [1.384, -2.896, 7.558], [2.782, -1.039, 6.663], [-11.312, -6.366, -5.425], [-10.151, -6.133, -4.820], [-9.865, -4.820, -4.191], [-8.805, -4.603, -3.640], [-10.917, -3.779, -4.260], [-12.078, -4.011, -4.866], [-12.368, -5.324, -5.495], [-13.426, -5.538, -6.045], [-11.543, -7.316, -5.891], [-9.368, -6.878, -4.756], [-10.688, -2.828, -3.792], [-12.854, -3.260, -4.926], [-15.855, 1.054, -3.207], [-14.795, 0.769, -3.957], [-14.212, -0.595, -3.979], [-13.242, -0.850, -4.662], [-14.858, -1.630, -3.134], [-15.919, -1.345, -2.384], [-16.503, 0.019, -2.362], [-17.470, 0.279, -1.681], [-16.296, 2.043, -3.177], [-14.309, 1.509, -4.580], [-14.419, -2.619, -3.162], [-16.404, -2.085, -1.761], [13.661, 2.174, 2.337], [12.953, 3.272, 2.588], [12.587, 3.649, 3.977], [11.938, 4.647, 4.206], [13.043, 2.759, 5.073], [13.751, 1.661, 4.820], [14.117, 1.282, 3.433], [14.764, 0.284, 3.201], [13.938, 1.880, 1.332], [12.611, 3.935, 1.804], [12.767, 3.051, 6.076], [14.090, 0.997, 5.605]],
  "mulliken_charge": [-0.6536, 0.7705, -0.4388, -1.9465, -0.4747, 1.3491, -0.7162, -0.6429, -0.8374, -1.2015, 2.6162, -1.0027, -1.0098, -0.7170, -0.9334, 1.0522, -0.5875, -0.5460, -0.0858, 1.0436, 0.3403, 0.3996, 0.6135, 0.1755, -0.2640, 0.3603, 0.4855, 0.4367, 0.3912, 0.5153, 0.3954, 0.4502, 0.6160, 0.0165, -0.5947, 0.6558, -0.5864, -0.4001, -0.4887, 0.4262, -0.5857, 0.3155, 0.4698, 0.3523, 0.4240, -0.3425, -0.2669, 0.4953, -0.5491, -0.3030, -0.3776, 0.3751, -0.6291, 0.4684, 0.2520, 0.4951, 0.4579, -0.5220, -0.4025, 0.4392, -0.5525, -0.2265, -0.4518, 0.3178, -0.5773, 0.4234, 0.4180, 0.3503, 0.7993, -0.3528, -0.3780, 0.3219, -0.5388, -0.3533, -0.3322, 0.3418, -0.5242, 0.4178, 0.3986, 0.4121, 0.5211, -0.1759, -0.3767, 0.3247, -0.5520, -0.3672, -0.3849, 0.3468, -0.5288, 0.5008, 0.4398, 0.4020, 0.4332, -0.4599, -0.4635, 0.4592, -0.5898, -0.1773, -0.3753, 0.1595, -0.5459, 0.4060, 0.4311, 0.4617, 0.6275, -0.4073, -0.4346, 0.6242, -0.5315, -0.1031, -0.4815, 0.2743, -0.5355, 0.4025, 0.4103, 0.3976, 0.4151, -0.3561, -0.3988, 0.4081, -0.5605, -0.3359, -0.3444, 0.3679, -0.5504, 0.4116, 0.4133, 0.5041, 0.4329]
}

***

{
  "formula": "C6H11NO",
  "method": "ωB97M-V/def2-TZVPD",
  "largest_force_ev_per_a": 3.808,
  "gap_ev": 10.01,
  "total_charge": 0,
  "smiles": "C=NC(C)(C)C(=C)O",
  "elements": ["C", "C", "C", "C", "C", "C", "O", "N", "H", "H", "H", "H", "H", "H", "H", "H", "H", "H", "H"],
  "positions_angstrom": [[-0.172, -0.001, 0.118], [-1.423, -0.832, -0.158], [-0.283, 0.796, 1.415], [1.067, -0.807, 0.062], [-0.706, 1.903, -1.335], [2.130, -0.786, -0.712], [0.899, -1.753, 1.176], [0.079, 0.956, -1.124], [1.495, -2.496, 1.024], [-1.314, -1.385, -1.089], [-1.582, -1.530, 0.660], [-2.288, -0.176, -0.244], [-1.152, 1.450, 1.383], [-0.391, 0.107, 2.249], [0.610, 1.399, 1.567], [-0.526, 2.539, -2.197], [-1.575, 2.171, -0.719], [2.197, -0.064, -1.504], [2.934, -1.491, -0.572]],
  "mulliken_charge": [1.8093, -1.5257, -1.5841, -0.0951, -0.3475, -0.9959, -0.5213, -0.4508, 0.3141, 0.3850, 0.3603, 0.3851, 0.4004, 0.4171, 0.3738, 0.2808, 0.1922, 0.3291, 0.2733]
}

***

{
  "formula": "C3H7PS2",
  "method": "ωB97M-V/def2-TZVPD",
  "largest_force_ev_per_a": 5.527,
  "gap_ev": [6.11, 6.11],
  "total_charge": 0,
  "smiles": "C[P@H](=C=S)CS",
  "elements": ["C", "C", "C", "P", "S", "S", "H", "H", "H", "H", "H", "H", "H"],
  "positions_angstrom": [[0.375, 0.880, 1.821], [0.011, 2.013, -0.677], [0.353, -1.413, -0.492], [0.052, 0.361, 0.342], [0.923, 0.163, 3.132], [-0.266, -3.174, -0.156], [-0.575, 2.675, 0.096], [-0.736, 1.799, -1.411], [0.906, 2.430, -0.927], [1.433, -1.506, -0.178], [0.305, -1.122, -1.493], [-1.270, 0.300, 0.691], [-1.512, -3.405, -0.748]],
  "mulliken_charge": [-0.1639, -0.9588, -0.7690, 0.3654, -0.2482, -0.2062, 0.3064, 0.3724, 0.3860, 0.2676, 0.4392, 0.0756, 0.1335]
}

***

{
  "formula": "C4H12N3O",
  "method": "ωB97M-V/def2-TZVPD",
  "largest_force_ev_per_a": 4.586,
  "gap_ev": 3.80,
  "total_charge": 1,
  "elements": ["N", "C", "C", "N", "C", "C", "N", "O", "H", "H", "H", "H", "H", "H", "H", "H", "H", "H", "H", "H"],
  "positions_angstrom": [[0.945, 2.833, 0.789], [0.827, 1.924, -0.408], [0.208, 0.620, -0.095], [-0.220, -0.072, -1.388], [-1.016, -1.245, -1.026], [-0.433, -2.159, 0.108], [-0.817, -1.603, 1.438], [1.083, -0.129, 0.595], [0.569, 2.690, 1.718], [-0.816, 0.824, 0.348], [1.468, 3.706, 0.582], [0.247, 2.512, -1.120], [1.787, 1.626, -0.858], [0.618, -0.380, -1.849], [-1.993, -0.741, -0.663], [-1.215, -1.753, -1.972], [0.609, -2.273, -0.131], [-0.871, -3.155, 0.036], [-1.045, -2.196, 2.212], [0.066, -1.030, 1.685]],
  "mulliken_charge": [-0.3884, -0.5247, -0.0178, -0.1202, -0.7417, -0.2100, -0.3861, -0.5497, 0.2056, 0.3942, 0.2238, 0.3542, 0.3093, 0.3360, 0.3805, 0.4112, 0.2826, 0.4340, 0.2952, 0.3121]
}

***

{
  "formula": "C29H32BCl5N4O3Ru",
  "method": "ωB97M-V/def2-TZVPD",
  "largest_force_ev_per_a": 0.735,
  "gap_ev": 5.57,
  "total_charge": -2,
  "elements": ["Ru", "Cl", "C", "C", "C", "Cl", "C", "Cl", "C", "Cl", "C", "Cl", "C", "C", "C", "C", "C", "C", "C", "C", "O", "B", "O", "C", "C", "H", "H", "H", "H", "H", "H", "H", "H", "H", "H", "H", "H", "O", "N", "C", "C", "C", "C", "C", "H", "H", "H", "H", "H", "C", "C", "N", "C", "C", "N", "H", "H", "H", "H", "H", "H", "C", "C", "C", "C", "N", "H", "H", "H", "H", "H", "H", "H", "H", "H"],
  "positions_angstrom": [[0.191, 0.731, 0.116], [-3.050, 2.456, 1.401], [-2.377, 0.977, 2.062], [-1.193, 0.441, 1.558], [-0.889, -0.742, 2.229], [0.799, -1.296, 1.426], [-1.458, -1.489, 3.178], [-2.880, -5.672, -0.672], [-2.612, -0.865, 3.618], [-3.563, -1.629, 4.928], [-3.083, 0.338, 3.102], [-4.538, 1.077, 3.723], [-5.376, 6.373, -4.434], [-5.293, 4.920, -3.967], [-5.389, 4.017, -5.205], [-6.495, 4.647, -3.051], [-3.995, 4.620, -3.214], [-3.012, 5.581, -3.006], [-1.827, 5.302, -2.310], [-1.662, 4.028, -1.829], [-0.629, 3.493, -1.129], [-0.973, 2.132, -0.851], [-2.230, 1.889, -1.478], [-2.634, 3.052, -2.033], [-3.796, 3.321, -2.714], [-6.325, 6.535, -4.952], [-4.569, 6.619, -5.128], [-5.330, 7.067, -3.593], [-6.325, 4.202, -5.741], [-5.359, 2.962, -4.931], [-4.557, 4.210, -5.885], [-7.431, 4.837, -3.584], [-6.459, 5.291, -2.171], [-6.507, 3.614, -2.704], [-3.151, 6.585, -3.382], [-1.075, 6.064, -2.150], [-4.531, 2.537, -2.841], [1.924, 0.378, -1.706], [2.705, 1.227, -2.261], [3.119, 1.014, -3.536], [3.957, 1.904, -4.168], [4.385, 3.044, -3.503], [3.942, 3.246, -2.205], [3.109, 2.336, -1.591], [2.734, 0.106, -3.974], [4.264, 1.692, -5.183], [5.042, 3.755, -3.986], [4.235, 4.122, -1.642], [2.665, 2.402, -0.595], [-0.572, 0.287, -3.517], [-0.962, -0.748, -2.520], [-0.904, -0.683, -1.206], [-1.475, -1.860, -0.737], [-1.866, -2.638, -1.772], [-1.532, -1.918, -2.898], [0.248, 0.883, -3.127], [-1.410, 0.953, -3.736], [-0.255, -0.184, -4.452], [-1.567, -2.079, 0.310], [-2.315, -3.626, -1.727], [-1.695, -2.197, -3.847], [1.430, 1.788, 3.228], [1.366, 2.729, 2.023], [2.659, 3.561, 1.964], [0.174, 3.672, 2.150], [1.289, 1.952, 0.789], [1.604, 2.364, 4.143], [2.242, 1.068, 3.108], [0.502, 1.229, 3.331], [2.793, 4.152, 2.875], [2.622, 4.247, 1.112], [3.526, 2.906, 1.846], [0.300, 4.308, 3.032], [-0.748, 3.107, 2.253], [0.088, 4.305, 1.265]],
  "mulliken_charge": [-0.3946, -0.2167, 0.2540, -0.3531, 1.0479, -0.2531, -0.9539, -0.8910, 0.5423, -0.2870, 0.0857, -0.2554, -2.2088, 2.1494, -1.6474, -1.6473, 0.4139, -0.1351, -2.1478, 1.5376, -0.2855, 1.0202, -0.5295, -0.3697, -0.7232, 0.4274, 0.4146, 0.4217, 0.4472, 0.3282, 0.3541, 0.4453, 0.3656, 0.3355, 0.4289, 0.4673, 0.5682, -0.5513, 0.3698, -0.1906, -0.6443, -0.2489, -0.8556, -0.3376, 0.4698, 0.3714, 0.3885, 0.4194, 0.7915, -0.6792, 0.2835, 0.5773, -0.6965, -0.5168, -0.0240, -0.2631, 0.0744, 0.4809, 0.6499, -0.0197, 0.1834, -1.6620, 1.9459, -2.0958, -1.4340, -0.6137, 0.4192, 0.3914, 0.2678, 0.4601, 0.3747, 0.3683, 0.4837, 0.0250, 0.2813]
}

***

{
  "formula": "C2H7NS2",
  "method": "ωB97M-V/def2-TZVPD",
  "largest_force_ev_per_a": 2.049,
  "gap_ev": 9.50,
  "total_charge": 0,
  "smiles": "C=NC.SS",
  "elements": ["S", "S", "H", "H", "C", "C", "N", "H", "H", "H", "H", "H"],
  "positions_angstrom": [[1.351, -0.454, -1.664], [1.677, -0.973, 0.439], [2.152, 0.658, -1.642], [0.524, -0.419, 0.833], [-2.818, 0.187, 1.336], [-1.713, 1.876, 0.188], [-1.615, 0.939, 1.056], [-2.565, -0.819, 1.004], [-2.980, 0.116, 2.419], [-3.693, 0.339, 0.693], [-0.897, 2.577, 0.120], [-2.621, 2.036, -0.403]],
  "mulliken_charge": [-0.2131, -0.1767, 0.1778, 0.1908, -0.7706, -0.2585, -0.2997, 0.2837, 0.2787, 0.3102, 0.2679, 0.2095]
}

***

{
  "formula": "C6H14NO",
  "method": "ωB97M-V/def2-TZVPD",
  "largest_force_ev_per_a": 3.777,
  "gap_ev": 11.79,
  "total_charge": 1,
  "smiles": "CC(C)C(O)=[N+](C)C",
  "elements": ["C", "C", "C", "C", "C", "C", "N", "O", "H", "H", "H", "H", "H", "H", "H", "H", "H", "H", "H", "H", "H", "H"],
  "positions_angstrom": [[0.614, -0.204, -0.067], [-0.979, 1.030, 1.286], [1.300, 2.118, 0.731], [0.167, -2.517, -0.839], [-1.430, -0.675, -1.272], [0.196, 1.231, 0.295], [-0.196, -1.080, -0.625], [1.733, -0.661, 0.240], [-1.122, -0.062, 1.595], [-0.885, 1.607, 2.198], [-1.908, 1.172, 0.743], [1.602, 1.884, 1.785], [2.243, 1.807, 0.252], [1.160, 3.142, 0.489], [0.994, -2.879, -0.137], [0.425, -2.815, -1.854], [-0.649, -3.089, -0.655], [-2.406, -0.505, -0.584], [-1.741, -1.460, -1.998], [-1.209, 0.289, -1.733], [-0.147, 1.745, -0.597], [2.236, -0.078, 0.746]],
  "mulliken_charge": [0.4005, -1.2309, -1.9273, -1.0555, -0.9502, 0.9134, 0.0579, -0.4416, 0.3327, 0.3956, 0.3315, 0.4730, 0.4588, 0.3472, 0.3123, 0.3881, 0.4717, 0.2157, 0.4001, 0.3937, 0.3222, 0.3911]
}

***

{
  "formula": "C3H8NO2",
  "method": "ωB97M-V/def2-TZVPD",
  "largest_force_ev_per_a": 1.113,
  "gap_ev": 10.64,
  "total_charge": 1,
  "elements": ["O", "C", "O", "H", "H", "C", "C", "N", "H", "H", "H", "H", "H", "H"],
  "positions_angstrom": [[1.261, 1.502, 0.325], [1.414, 1.901, -0.794], [0.664, 1.427, -1.803], [2.158, 2.662, -1.060], [0.798, 1.953, -2.607], [-0.586, -1.172, 1.756], [-0.973, -1.207, -0.634], [-0.600, -0.599, 0.411], [-1.353, -0.676, 2.340], [0.403, -0.993, 2.185], [-0.672, -2.253, 1.705], [-1.216, -2.256, -0.544], [-0.864, -0.693, -1.583], [-0.435, 0.405, 0.304]],
  "mulliken_charge": [-0.5200, 0.2257, -0.4279, 0.3668, 0.3549, -0.7452, -0.0734, 0.0995, 0.3222, 0.3245, 0.2940, 0.2557, 0.2443, 0.2790]
}